# 1
A cluster of 4 separate species, C37H55BrINO13S2 in total at a distorted geometry. Source: the Open Molecules 2025 dataset; level of theory: the ωB97M-V functional and the def2-TZVPD basis.

Element x y z (Å)
C 0.2451 -3.8779 4.6029
C -0.6884 -3.9705 3.3683
C 0.0126 -3.5669 2.0364
Br 0.8438 -5.1723 1.2823
C -1.0740 -2.9880 1.1295
C -1.8790 -3.7579 0.3193
C -2.8503 -3.1911 -0.4819
C -3.0293 -1.8237 -0.4263
C -2.2291 -1.0608 0.3840
C -1.2197 -1.6020 1.1657
N -0.3644 -0.7827 1.9720
C -1.0451 -0.3002 3.2024
C 0.1667 0.3168 1.2146
C 1.5238 0.5767 1.2017
C 2.4854 -0.3063 1.9909
C 3.0776 0.5115 3.2046
C 2.7141 -0.0878 4.5596
I 3.9092 -1.8581 4.8998
C 2.0441 1.6412 0.4672
C 3.5283 1.9574 0.3671
C 4.1771 1.4516 -0.9492
C 3.5958 2.1324 -2.2061
S 4.5890 2.0039 -3.6970
O 3.8280 1.2513 -4.6450
O 4.7678 3.3382 -4.2091
O 5.9925 1.3107 -3.4100
C 1.1772 2.4643 -0.2235
C -0.1889 2.2333 -0.2386
C -1.0953 3.1402 -1.0477
C -1.0577 4.5114 -0.3038
C -2.4531 5.0257 0.1231
O -1.3743 4.4446 1.0470
C -0.6586 1.1552 0.4701
S -2.4005 0.7205 0.4902
H 1.3095 -3.8318 4.3587
H -0.0638 -3.0101 5.1990
H 0.0342 -4.7389 5.2508
H -1.1793 -4.9396 3.2410
H -1.4868 -3.2269 3.4944
H 0.7453 -2.7864 2.2309
H -1.7014 -4.8315 0.3161
H -3.4179 -3.8653 -1.1154
H -3.8037 -1.3755 -1.0453
H -0.3768 -0.3281 4.0734
H -1.8816 -0.9706 3.4309
H -1.4528 0.7085 3.0792
H 1.9791 -1.1732 2.4168
H 3.3453 -0.5750 1.3685
H 2.6166 1.5099 3.1598
H 4.1601 0.6460 3.1116
H 2.9585 0.5823 5.3885
H 1.6442 -0.2985 4.6394
H 4.1252 1.6141 1.2122
H 3.6250 3.0535 0.3404
H 4.1272 0.3610 -1.0504
H 5.2429 1.7167 -0.8973
H 2.6288 1.6651 -2.4228
H 3.3790 3.1829 -1.9911
H 6.6488 1.9470 -3.7476
H 1.5832 3.2993 -0.7934
H -2.1374 2.8257 -1.0407
H -0.6843 3.3353 -2.0427
H -0.3386 5.2591 -0.6428
H -3.1663 4.2141 0.2353
H -2.4592 5.9572 0.6800
C -8.6858 5.5486 1.3230
C -8.3396 6.8800 1.9560
O -7.6643 6.7061 3.2098
C -6.3755 6.3792 3.1255
O -5.7435 6.2320 2.1113
O -5.9058 6.2219 4.3645
C -4.5473 5.7817 4.4218
H -9.2493 4.9286 2.0220
H -9.2800 5.6966 0.4210
H -7.7859 4.9958 1.0540
H -9.2530 7.4290 2.1800
H -7.7432 7.5002 1.2864
H -3.8983 6.4290 3.8352
H -4.4723 4.7523 4.0726
H -4.2399 5.8248 5.4633
C 0.2757 2.2858 -10.2455
C -0.7228 3.0533 -9.4042
O -0.5178 2.8219 -8.0046
C 0.5007 3.4896 -7.4575
O 1.2307 4.2593 -8.0262
O 0.5772 3.1447 -6.1727
C 1.6853 3.7230 -5.4763
H 0.2576 1.2259 -9.9871
H 0.0481 2.3968 -11.3061
H 1.2906 2.6430 -10.0731
H -1.7316 2.7051 -9.6222
H -0.6932 4.1215 -9.6209
H 1.7012 4.8057 -5.5917
H 2.6159 3.2867 -5.8294
H 1.5684 3.4889 -4.4204
C 3.5424 -11.3805 -0.3416
C 3.6988 -11.6622 1.1382
O 3.8861 -10.4534 1.8862
C 2.7802 -9.7411 2.1094
O 1.6663 -10.0300 1.7547
O 3.1245 -8.6432 2.7821
C 2.0415 -7.7380 3.0174
H 4.3803 -10.7850 -0.7074
H 3.4959 -12.3123 -0.9060
H 2.6327 -10.8140 -0.5393
H 4.5929 -12.2612 1.3057
H 2.8517 -12.2248 1.5316
H 1.2029 -8.2440 3.4944
H 1.7207 -7.2735 2.0842
H 2.4077 -6.9612 3.6843

Forces on the atoms, in the same order (eV/Å):
C -1.0 -0.5 0.1
C 0.6 0.8 -0.2
C -1.7 -0.3 0.4
Br 0.1 0.8 -0.1
C 1.6 0.2 0.4
C 0.1 -0.7 0.1
C 0.2 -0.5 0.3
C -1.0 -0.1 -0.9
C 0.5 1.4 0.5
C -0.3 -0.7 -0.3
N -0.5 0.5 0.1
C -0.1 -0.3 0.3
C 0.4 0.3 -0.2
C 1.1 -1.2 0.5
C 0.5 1.1 0.7
C -0.7 0.0 -0.2
C 0.4 0.4 0.0
I -0.4 0.2 0.0
C 0.3 0.4 0.0
C -0.1 0.2 -0.7
C 0.6 0.3 0.1
C 0.0 -0.9 1.4
S -2.5 1.4 -2.5
O 0.3 -1.7 0.7
O 1.4 0.4 1.1
O -0.3 0.5 0.3
C 0.0 0.1 -0.1
C -0.3 0.1 -1.0
C 0.9 1.5 1.3
C -2.5 0.1 -0.4
C 3.1 -1.4 2.3
O 0.8 -0.4 -0.5
C -1.3 -0.9 0.4
S 0.0 0.0 -0.5
H -0.2 0.0 0.0
H 0.4 0.0 -0.2
H 0.4 0.1 -0.1
H 0.2 0.1 0.1
H 0.0 -0.3 0.1
H 0.2 -0.4 -0.2
H -0.1 0.2 -0.1
H -0.2 0.4 0.0
H 0.2 0.2 0.1
H 0.0 0.1 -0.3
H 0.1 0.1 -0.1
H 0.1 -0.1 0.1
H 0.2 0.0 -0.5
H -0.4 -0.4 0.0
H 0.2 -0.1 0.2
H -0.2 -0.1 0.1
H 0.1 -0.2 -0.2
H 0.3 -0.4 -0.1
H -0.2 -0.1 -0.1
H 0.0 -0.2 0.2
H -0.1 0.2 0.1
H -0.2 -0.2 0.1
H 0.3 0.0 -0.4
H 0.6 0.0 -0.4
H 0.1 -0.2 0.1
H -0.2 0.0 0.1
H 0.3 -0.3 -0.4
H -0.3 -0.4 -0.1
H 0.1 -0.2 0.3
H -0.9 0.9 -0.8
H -1.3 0.5 -1.3
C 0.2 -0.2 0.1
C -0.3 0.0 -0.4
O 0.1 0.1 0.1
C -0.1 -0.1 0.1
O 0.0 0.1 0.0
O 0.0 0.1 0.0
C 0.2 -0.1 0.1
H -0.1 0.1 0.0
H 0.0 0.0 0.0
H 0.0 0.1 -0.1
H 0.1 0.0 0.2
H 0.1 -0.1 0.1
H -0.1 -0.1 -0.1
H 0.0 0.1 -0.1
H -0.2 0.0 0.0
C 0.3 -0.1 0.1
C 0.0 0.0 -0.5
O -0.1 0.1 0.1
C 0.1 -0.2 0.0
O -0.1 0.0 0.0
O -0.1 0.1 0.1
C 0.2 0.1 0.1
H -0.1 0.0 -0.1
H 0.0 0.0 0.0
H 0.0 0.1 0.0
H 0.0 0.0 0.3
H 0.1 0.0 0.1
H 0.0 0.0 -0.1
H 0.0 0.1 0.0
H -0.2 -0.2 -0.1
C -0.1 0.3 -0.1
C 0.0 -0.4 -0.3
O 0.0 0.0 0.1
C 0.1 0.1 -0.1
O 0.0 0.0 0.1
O 0.0 -0.1 0.1
C -0.1 0.1 0.0
H 0.1 -0.1 0.0
H 0.0 0.0 0.0
H 0.0 -0.1 0.1
H 0.1 0.2 0.2
H -0.1 0.2 0.0
H 0.0 -0.1 -0.1
H 0.1 -0.5 0.3
H 0.2 -0.1 -0.1

## Properties
structure (SMILES)	CC[C@@H](Br)c1cccc2c1N(C)c1c(CCCI)c(CCCS(=O)(=O)O)cc(C[C@H]3CO3)c1S2.CCOC(=O)OC.CCOC(=O)OC.CCOC(=O)OC
orbital gap	0.3162	Ha
E_LUMO	0.1863	eV
highest occupied orbital energy	-8.417	eV
net charge	0

Here are the Mulliken charges for atoms 1 to 99, given in e:
1. C -1.043
2. C -0.528
3. C 1.509
4. Br -0.012
5. C 0.161
6. C -0.631
7. C -0.859
8. C -0.497
9. C 1.312
10. C -1.034
11. N 1.258
12. C -0.957
13. C -1.689
14. C 1.021
15. C 0.340
16. C -0.758
17. C -0.949
18. I -0.020
19. C 0.900
20. C -1.488
21. C -0.661
22. C -0.665
23. S 1.227
24. O -0.623
25. O -0.677
26. O -0.471
27. C -0.206
28. C -0.272
29. C -1.432
30. C 0.688
31. C -0.995
32. O -0.411
33. C 0.592
34. S -0.351
35. H 0.089
36. H 0.336
37. H 0.350
38. H 0.538
39. H 0.320
40. H -1.307
41. H 0.448
42. H 0.399
43. H 0.430
44. H -0.048
45. H 0.469
46. H 0.354
47. H -0.826
48. H 0.423
49. H 0.403
50. H 0.343
51. H 0.564
52. H 0.080
53. H 0.116
54. H 0.473
55. H 0.407
56. H 0.492
57. H 0.451
58. H 0.360
59. H 0.393
60. H 0.466
61. H 0.534
62. H 0.197
63. H 0.410
64. H 0.208
65. H 0.445
66. C -1.082
67. C -0.163
68. O -0.372
69. C 0.790
70. O -0.555
71. O -0.338
72. C -0.609
73. H 0.294
74. H 0.352
75. H 0.296
76. H 0.298
77. H 0.296
78. H 0.278
79. H 0.280
80. H 0.235
81. C -1.098
82. C -0.174
83. O -0.376
84. C 0.748
85. O -0.558
86. O -0.301
87. C -0.372
88. H 0.291
89. H 0.353
90. H 0.315
91. H 0.287
92. H 0.311
93. H 0.363
94. H 0.292
95. H -0.076
96. C -1.089
97. C -0.171
98. O -0.376
99. C 0.741


# 2
A structure of composition C37H55BrP2PdSi at a distorted geometry. Source: the Open Molecules 2025 dataset; level of theory: the ωB97M-V functional and the def2-TZVPD basis.

Element x y z (Å)
Pd 0.3775 0.2738 -0.0133
C -3.6174 0.7113 -0.1138
Si -1.9478 -0.2045 -0.0897
C -1.3995 -0.9397 -1.7751
C -1.5335 -2.2924 -2.0763
C -0.8493 -2.8524 -3.1464
C -0.0124 -2.0656 -3.9233
C 0.1184 -0.7106 -3.6604
C -0.5730 -0.1367 -2.6007
P -0.5994 1.6257 -2.0730
C -1.7955 2.4045 -3.3006
C -1.5864 1.9900 -4.7719
C -2.6100 0.9440 -5.2129
C -4.0275 1.5317 -5.1851
C -4.2065 2.5046 -4.0058
C -3.2484 2.1581 -2.8677
C 0.8758 2.7817 -2.2647
C 1.3594 3.3003 -3.6256
C 2.5249 2.5079 -4.2057
C 3.6775 2.5039 -3.2062
C 3.2315 1.7768 -1.9408
C 2.0289 2.4609 -1.2969
C -2.2740 -1.4984 1.2806
C -3.5194 -2.1153 1.4062
C -3.8205 -2.9092 2.5032
C -2.8937 -3.0555 3.5249
C -1.6555 -2.4399 3.4276
C -1.3396 -1.6749 2.3044
P 0.3060 -0.9398 2.0786
C 1.5641 -2.1767 2.6203
C 1.3066 -3.4973 1.8708
C 2.2784 -4.5954 2.3551
C 3.5534 -3.9874 2.9364
C 3.2338 -3.1334 4.1778
C 1.8317 -2.5028 4.0908
C 0.3308 0.5872 3.1536
C -0.0793 0.4625 4.6295
C 0.3206 1.7409 5.3662
C 1.8508 1.8812 5.4382
C 2.5393 1.1973 4.2462
C 1.6861 1.3222 2.9863
H -4.3015 0.2349 -0.8193
H -3.5190 1.7598 -0.3869
H -4.0568 0.6575 0.8833
H -2.1546 -2.9263 -1.4525
H -0.9405 -3.9119 -3.3508
H 0.5554 -2.5087 -4.7316
H 0.8017 -0.1229 -4.2589
H -1.5978 3.4766 -3.1987
H -0.5773 1.6110 -4.9306
H -1.6979 2.8733 -5.4091
H -2.5458 0.0780 -4.5525
H -2.3710 0.5947 -6.2191
H -4.7533 0.7186 -5.1177
H -4.2243 2.0590 -6.1217
H -5.2382 2.4842 -3.6504
H -4.0027 3.5292 -4.3311
H -3.3880 1.1106 -2.5858
H -3.4752 2.7659 -1.9904
H 0.3386 3.6271 -1.8076
H 1.7048 4.3288 -3.4709
H 0.5355 3.3554 -4.3373
H 2.8302 2.9507 -5.1566
H 2.2253 1.4733 -4.4000
H 3.9560 3.5368 -2.9671
H 4.5572 2.0144 -3.6291
H 4.0441 1.7369 -1.2126
H 2.9772 0.7471 -2.1955
H 2.3578 3.3959 -0.8311
H 1.6398 1.8143 -0.4754
H -4.2630 -1.9837 0.6274
H -4.7785 -3.4103 2.5651
H -3.1356 -3.6423 4.4024
H -0.9355 -2.5443 4.2289
H 2.4754 -1.7266 2.2069
H 1.4124 -3.3331 0.7984
H 0.2796 -3.8233 2.0542
H 2.5273 -5.2584 1.5258
H 1.7971 -5.2091 3.1224
H 4.0320 -3.3790 2.1657
H 4.2606 -4.7737 3.2052
H 3.9818 -2.3428 4.2776
H 3.2926 -3.7480 5.0789
H 1.7820 -1.6260 4.7331
H 1.0864 -3.2171 4.4481
H -0.4414 1.1762 2.6526
H 0.3871 -0.3949 5.1176
H -1.1588 0.3117 4.6900
H -0.1038 1.7523 6.3718
H -0.1088 2.5923 4.8301
H 2.2237 1.4483 6.3693
H 2.1099 2.9422 5.4547
H 2.7059 0.1392 4.4665
H 3.5206 1.6444 4.0801
H 2.2348 0.9259 2.1275
H 1.5092 2.3832 2.7892
Br 2.2205 -1.3058 -0.7231

Forces on the atoms, in the same order (eV/Å):
Pd -2.1 -1.2 1.1
C 0.5 0.2 0.3
Si 0.7 -0.2 -0.1
C -0.2 0.3 0.3
C 0.0 -0.1 -0.2
C -0.1 0.0 0.1
C 0.1 0.1 0.0
C 0.0 -0.1 -0.1
C -0.1 0.3 -0.1
P 0.7 -0.3 -0.3
C -0.1 0.0 0.5
C 0.0 -0.2 0.0
C 0.0 0.1 0.0
C 0.1 0.0 0.0
C 0.1 -0.1 0.0
C -0.1 0.2 -0.3
C -0.3 -0.1 0.1
C -0.1 -0.1 -0.1
C 0.1 0.1 0.1
C -0.1 -0.2 0.0
C 0.0 0.2 -0.1
C 0.0 -0.1 0.0
C 0.1 0.3 -0.2
C -0.1 -0.1 0.0
C 0.0 0.0 -0.1
C 0.1 0.0 0.1
C -0.1 0.0 0.0
C 0.1 -0.2 0.1
P -0.6 1.5 -0.4
C -0.1 0.1 -0.5
C 0.1 -0.2 0.0
C 0.0 0.1 0.0
C -0.1 -0.1 0.1
C 0.0 -0.1 -0.1
C 0.0 0.1 0.0
C 0.1 -0.4 0.2
C 0.0 0.1 0.0
C 0.0 -0.1 0.0
C 0.0 0.0 -0.1
C -0.1 0.1 0.0
C 0.1 -0.2 0.1
H 0.0 0.0 0.0
H 0.0 -0.2 0.1
H 0.0 0.0 0.0
H 0.0 0.0 0.0
H 0.0 0.0 0.0
H 0.0 0.0 0.0
H 0.0 0.0 0.0
H 0.0 0.0 0.0
H 0.0 0.0 -0.1
H 0.1 0.0 0.0
H 0.0 0.0 0.0
H 0.0 0.0 0.0
H 0.0 0.0 0.0
H 0.0 0.0 0.0
H 0.0 0.0 0.0
H 0.0 0.0 0.0
H 0.0 0.1 -0.1
H 0.0 0.0 -0.1
H 0.0 0.0 0.0
H 0.0 0.0 0.0
H 0.0 0.1 0.0
H 0.0 0.0 0.0
H 0.0 0.0 -0.1
H 0.0 0.0 -0.1
H 0.0 0.0 0.0
H 0.0 -0.1 0.0
H 0.0 0.0 0.1
H 0.0 0.0 0.0
H 0.4 0.6 -0.2
H 0.0 0.0 0.0
H 0.0 0.0 0.0
H 0.0 0.0 0.0
H 0.0 0.0 0.0
H 0.0 0.0 -0.1
H 0.0 0.0 0.1
H 0.0 0.0 0.0
H -0.1 0.0 0.0
H 0.0 0.0 0.0
H 0.0 0.0 0.0
H 0.0 0.0 0.0
H 0.0 0.0 0.0
H 0.0 0.0 0.0
H 0.0 -0.1 0.0
H 0.0 0.0 0.0
H 0.0 0.0 0.0
H 0.0 0.0 0.0
H 0.0 -0.1 0.0
H 0.0 0.0 0.0
H 0.0 0.0 0.0
H 0.0 0.0 0.0
H 0.1 0.0 0.0
H 0.1 0.1 0.0
H 0.0 -0.1 0.0
H 0.0 0.1 -0.1
H 0.0 0.0 -0.1
Br 1.0 -0.2 -0.4

## Properties
orbital gap	0.2502	Ha
E_LUMO	-0.0124	eV
highest occupied orbital energy	-6.820	eV
net charge	0

Mulliken atomic charges, in units of e:
1. Pd -0.601
2. C -1.718
3. Si 1.717
4. C 1.335
5. C -0.632
6. C -0.901
7. C -0.920
8. C -0.317
9. C 0.012
10. P 0.276
11. C 0.021
12. C -1.143
13. C -0.557
14. C -0.941
15. C -1.119
16. C -0.544
17. C 0.266
18. C -1.166
19. C -0.169
20. C -1.138
21. C -0.281
22. C 0.588
23. C 0.357
24. C -0.420
25. C -0.871
26. C -0.824
27. C -0.288
28. C -0.333
29. P -0.336
30. C 0.938
31. C -0.730
32. C -0.914
33. C -0.709
34. C -1.057
35. C -0.311
36. C -0.063
37. C -0.479
38. C -0.994
39. C -0.845
40. C -0.409
41. C -0.608
42. H 0.450
43. H 0.364
44. H 0.549
45. H 0.470
46. H 0.375
47. H 0.419
48. H -0.069
49. H 0.810
50. H 0.366
51. H 0.547
52. H -0.077
53. H 0.554
54. H 0.357
55. H 0.364
56. H 0.451
57. H 0.359
58. H -0.059
59. H 0.537
60. H 0.237
61. H 0.600
62. H 0.166
63. H 0.413
64. H -0.079
65. H 0.436
66. H 0.453
67. H 0.372
68. H 0.045
69. H 0.573
70. H -1.072
71. H 0.383
72. H 0.408
73. H 0.449
74. H 0.334
75. H 0.679
76. H 0.228
77. H 0.125
78. H 0.438
79. H 0.346
80. H 0.320
81. H 0.468
82. H 0.245
83. H 0.487
84. H -0.032
85. H 0.371
86. H 0.218
87. H 0.134
88. H 0.455
89. H 0.472
90. H 0.359
91. H 0.379
92. H 0.304
93. H -0.234
94. H 0.548
95. H 0.180
96. H 0.514
97. Br -0.660